A gas-phase ion, C13H16NO (charge +1) at a distorted geometry. Source: the OMol25 dataset; level of theory: wB97M-V/def2-TZVPD.

The geometry in XYZ format:
```
31
Properties=species:S:1:pos:R:3:lowdin_charge:R:1
H -2.423 1.688 2.801 0.2184
H 2.230 -3.439 0.255 0.1183
C -0.662 2.777 0.359 -0.0790
H 1.915 -4.422 -1.905 0.1361
C 0.435 0.020 -1.814 0.0789
C 0.137 0.385 0.551 -0.1228
C 0.912 -1.268 -1.518 -0.1264
C 1.273 -3.151 -0.154 -0.1267
H -1.477 4.362 1.804 0.0835
C -0.502 2.183 -0.810 -0.0015
C -0.005 0.797 -0.748 -0.1788
H -0.689 4.993 0.325 0.1181
H 0.220 -3.937 -1.958 0.1208
H -2.108 0.100 2.194 0.1453
C 1.401 -2.348 -2.423 -0.1431
H -2.143 4.044 0.258 0.0324
H 0.530 -3.698 0.520 0.1488
C -1.269 4.120 0.761 -0.0307
H 0.858 -2.388 -3.381 0.1323
O 0.195 1.754 2.670 0.0522
C 0.638 -0.896 0.792 0.0304
H -2.685 1.295 1.152 0.1631
H 2.432 -2.199 -2.678 0.1219
H 0.545 0.474 -2.748 0.1128
H -0.400 2.598 -1.759 0.1117
C 1.025 -1.712 -0.207 -0.1935
C -0.497 1.382 1.549 -0.2570
C 1.209 -3.594 -1.612 -0.1774
H 0.856 1.183 3.118 0.1469
N -2.060 1.084 1.948 0.2478
H 0.808 -1.002 1.835 0.1170
```

Calculated values
Charge ... +1
Orbital gap ... 8.4 eV
HOMO energy ... -11.6872 eV
Multiplicity ... 1
Energy ... -634.640915 hartree
Structure (SMILES) ... CC1=Cc2cc3c(cc2[C@@]1([NH3+])O)CCC3

---

A single C13H16NO6PS molecule at a distorted geometry. Source: the OMol25 dataset; level of theory: wB97M-V/def2-TZVPD.

The geometry in XYZ format:
```
38
Properties=species:S:1:pos:R:3:lowdin_charge:R:1
C -1.855 0.995 -0.424 -0.2366
H -2.502 2.557 0.953 0.1293
O -1.102 -0.190 -2.573 -0.0197
S -4.179 -1.077 -2.015 0.3328
C -0.368 2.334 1.340 -0.0792
O 1.172 2.975 -0.421 0.0879
O -3.992 -2.713 0.396 -0.2307
C 1.038 2.458 0.662 -0.4041
H 2.005 -0.550 2.506 0.1052
H -1.365 -3.173 -0.506 0.0816
C -2.325 -0.275 0.358 -0.2045
H -2.989 -0.110 1.246 0.1478
H 2.050 1.847 2.303 0.1127
H -0.136 1.275 -1.648 0.1621
H 3.291 1.553 -1.215 0.1096
C -0.875 -0.830 0.713 -0.4751
C 3.128 0.607 -0.655 -0.0299
C 3.423 -0.653 -1.300 -0.0704
H -0.465 1.469 2.046 0.1186
O -1.874 -2.747 -1.225 -0.2196
O -0.613 -1.407 1.726 0.1306
N 2.286 2.008 1.316 0.0899
H 3.364 -2.907 -1.005 0.0956
H 3.814 -0.718 -2.337 0.0972
C 2.613 0.715 0.708 -0.2341
C -0.720 0.377 -1.322 -0.3091
O -0.094 -0.541 -0.401 0.0342
C 2.691 -1.802 0.813 -0.0873
P -3.059 -1.727 -0.594 0.3222
C 2.404 -0.518 1.470 -0.0331
H -1.526 3.150 -0.431 0.1319
H -3.713 -3.631 0.202 0.0730
C -1.581 2.338 0.339 -0.1184
H 2.509 -2.754 1.362 0.0988
H -2.699 1.226 -1.130 0.1257
H -0.461 -0.921 -2.686 0.1169
C 3.182 -1.899 -0.555 -0.0864
H -0.477 3.259 1.983 0.1347
```

Calculated values
Orbital gap ... 8.9 eV
HOMO energy ... -8.7209 eV
Multiplicity ... 1
Energy ... -1750.725753 hartree
Structure (SMILES) ... O=C(CC[C@H]1[C@H](O)OC(=O)[C@@H]1P(O)(O)=S)Nc1ccccc1